[1]
{"formula": "C3H3BN2O", "method": "ωB97M-V/def2-TZVPD", "elements": ["C", "O", "B", "C", "N", "C", "N", "H", "H", "H"], "xyz": [[1.5629, 0.2012, -0.0717], [0.5242, 1.0889, -0.0239], [-0.8858, 0.2719, -0.0521], [-2.1977, 0.9244, -0.0235], [-3.3000, 1.1635, 0.1563], [-0.7969, -1.2032, 0.0371], [-0.6207, -2.2832, 0.4207], [1.8774, -0.4258, 0.7811], [2.3261, 0.8878, -0.3674], [1.5106, -0.6255, -0.8567]], "atomic_forces_ev_per_a": [[2.5398, -2.0519, -1.6448], [-7.5679, -2.8460, 0.4524], [5.8475, 3.3944, 0.0115], [-0.6554, 0.5491, 0.0694], [-0.9525, 0.4944, 0.0092], [0.5454, -2.3969, 0.8268], [-0.2929, 0.9032, -0.6229], [-0.5996, 0.9538, 0.5408], [1.4388, -0.2776, -0.0442], [-0.3032, 1.2775, 0.4019]], "e_tot_ha": -325.68478, "homo_ev": -11.3, "molar_mass_g_mol": 93.88, "orbital_gap_ev": 9.39, "smiles": "COB(C#N)C#N", "relative_energy_kj_mol": 136.43, "spin_multiplicity": 1}

***

[2]
{"formula": "C36H38F12O2P", "method": "ωB97M-V/def2-TZVPD", "elements": ["C", "C", "P", "O", "C", "C", "C", "C", "F", "F", "C", "F", "F", "C", "F", "F", "C", "F", "F", "F", "C", "C", "C", "C", "C", "C", "C", "C", "C", "O", "H", "H", "H", "H", "H", "H", "H", "H", "H", "H", "H", "H", "H", "H", "H", "H", "H", "H", "H", "H", "H", "H", "H", "F", "C", "C", "C", "C", "C", "C", "H", "H", "H", "H", "H", "F", "C", "C", "C", "C", "C", "C", "H", "H", "H", "H", "H", "F", "C", "C", "C", "C", "C", "C", "H", "H", "H", "H", "H"], "xyz": [[-0.5654, 0.1394, 3.7149], [0.9300, 0.6503, 3.7841], [1.2399, 2.4083, 3.0703], [-0.2938, 2.5905, 2.2599], [-0.2556, 2.0467, 0.9441], [-1.1342, 2.8449, -0.0869], [-2.5235, 2.1352, -0.4068], [-2.3379, 1.3717, -1.7603], [-1.0607, 0.8498, -1.7740], [-2.3856, 2.3422, -2.7596], [-3.3969, 0.2322, -2.0373], [-4.1657, -0.0083, -0.9337], [-4.2669, 0.7339, -3.0087], [-2.8001, -1.0838, -2.6591], [-2.0120, -0.8344, -3.7461], [-2.1082, -1.7250, -1.6572], [-3.8952, -2.1172, -3.1562], [-4.8676, -2.3652, -2.2527], [-4.3527, -1.7517, -4.3716], [-3.2324, -3.3129, -3.3360], [1.1789, 1.4829, 0.5102], [2.0455, 2.2686, -0.5360], [2.4674, 1.4427, -1.7978], [1.9245, 0.1292, -2.1247], [2.2790, -0.6155, -3.3056], [3.2285, -0.0758, -4.2519], [3.5266, -0.9149, -5.5280], [3.8134, 1.2033, -3.9461], [3.4525, 1.9531, -2.7492], [1.9847, 1.5829, 1.7115], [-0.7384, -0.3969, 2.7492], [-0.6825, -0.6443, 4.5194], [-1.3264, 0.9227, 3.9419], [1.5903, -0.0824, 3.2463], [1.2400, 0.6438, 4.8605], [0.7313, 2.8895, 4.3544], [2.5387, 2.3860, 3.7523], [1.6164, 3.7415, 2.6602], [-0.8442, 1.0883, 1.0967], [-0.5973, 3.1604, -1.0146], [-1.4225, 3.8038, 0.4279], [-2.7890, 1.4809, 0.4537], [-3.3447, 2.8962, -0.4846], [1.0612, 0.3771, 0.4260], [1.4709, 3.1532, -0.9177], [2.9747, 2.6906, -0.0754], [1.1607, -0.3388, -1.4627], [1.7921, -1.5989, -3.4938], [2.6119, -0.8186, -6.1800], [4.3762, -0.5308, -6.1350], [3.5977, -1.9995, -5.2754], [4.5564, 1.6027, -4.6735], [3.9535, 2.9401, -2.6136], [-5.0345, -5.4171, 3.4143], [-4.2996, -5.0689, 2.3404], [-3.0079, -5.5457, 2.2208], [-2.2510, -5.1917, 1.1124], [-2.7908, -4.3563, 0.1424], [-4.0894, -3.8788, 0.2765], [-4.8518, -4.2417, 1.3801], [-2.6016, -6.1887, 2.9893], [-1.2401, -5.5661, 1.0057], [-2.1976, -4.0770, -0.7197], [-4.5069, -3.2251, -0.4765], [-5.8682, -3.8868, 1.4978], [4.2214, 4.7424, -2.6714], [3.3665, 5.7503, -2.9278], [2.0082, 5.5360, -2.7869], [1.1269, 6.5764, -3.0464], [1.6134, 7.8138, -3.4533], [2.9811, 8.0130, -3.5954], [3.8652, 6.9765, -3.3259], [1.6484, 4.5628, -2.4769], [0.0608, 6.4228, -2.9320], [0.9237, 8.6239, -3.6596], [3.3596, 8.9760, -3.9164], [4.9348, 7.1151, -3.4226], [-0.1683, -3.2752, 4.0211], [0.1937, -4.3583, 4.7179], [-0.7308, -5.3645, 4.9334], [-0.3555, -6.4919, 5.6522], [0.9363, -6.5948, 6.1560], [1.8542, -5.5738, 5.9362], [1.4838, -4.4504, 5.2082], [-1.7323, -5.2616, 4.5415], [-1.0696, -7.2894, 5.8203], [1.2274, -7.4731, 6.7207], [2.8593, -5.6528, 6.3324], [2.1873, -3.6491, 5.0195]], "atomic_forces_ev_per_a": [[0.7612, -0.9013, 0.8642], [-0.9749, -0.7473, 0.1101], [1.6825, -0.6242, 2.5857], [0.7730, -0.0165, -1.8496], [-1.5744, -1.9533, 0.1315], [-0.5302, 1.1609, 0.8312], [0.7389, 0.3030, -0.0983], [0.3696, 1.4153, 1.4424], [-1.1843, -0.1086, -0.3934], [-0.0045, -1.4219, 0.5290], [-0.6308, 1.0623, -1.4667], [1.0421, -0.2076, -0.9812], [0.6113, -0.6538, 0.8908], [-0.3758, -0.5648, 0.7602], [-0.6282, -0.0553, 1.4178], [-0.3176, 0.6544, -1.1214], [1.2662, -1.1028, -0.5050], [0.4420, 0.8564, -1.4151], [-0.3051, -0.2645, 1.3948], [-0.7185, 1.1298, 0.1367], [1.4346, 1.2043, 2.5837], [-0.4150, -0.5480, -1.6874], [0.7343, -0.9676, -1.7578], [0.3526, 0.4318, -0.5748], [0.6759, 1.7357, 0.3592], [-0.3631, 0.1140, 1.2526], [-1.1313, 0.7077, 0.1217], [-0.9842, -0.6494, 0.7911], [-0.5276, -1.3950, -0.4950], [-0.9998, 0.7142, -1.2758], [-0.2289, 0.6616, 0.6174], [-0.0985, 0.5329, -0.7855], [0.6475, -0.4203, -0.5024], [-0.5982, 0.5400, 0.5350], [-0.1542, 0.2857, -0.7351], [-0.5481, 0.4777, -0.4792], [0.0540, -0.2957, -0.2159], [-0.2065, 0.0230, -0.5324], [0.5357, 0.5935, -0.5455], [-0.4653, -0.4795, 0.6339], [0.4444, -0.8296, -0.3877], [0.2758, 0.2060, -0.7994], [0.6990, -0.7805, -0.3172], [0.0987, 0.8648, -1.0044], [0.3819, -0.6529, 0.3399], [-0.9758, -0.6005, -0.0509], [0.7851, 0.5427, -0.5428], [0.4592, 0.8412, 0.1771], [0.8535, -0.1503, 0.4368], [-0.3849, -0.4394, 0.6453], [0.3193, 0.8701, -0.2321], [-0.5973, -0.1404, 0.7695], [-0.7442, -1.5094, 0.0856], [-0.0567, -0.0449, 0.0961], [0.2955, 0.1730, -0.4811], [-0.0011, -0.1898, 0.1329], [-0.1822, 0.1201, -0.0723], [0.0570, -0.0129, -0.0703], [0.1367, -0.1604, 0.1820], [-0.1973, 0.0626, 0.0466], [-0.0760, -0.0627, -0.0864], [-0.0389, 0.0302, 0.0603], [-0.0351, -0.0070, 0.0575], [0.0523, -0.1747, 0.3138], [0.0351, -0.0035, 0.0436], [0.2469, 0.7017, 0.0031], [-0.3972, 0.4300, -0.0949], [-0.1103, -0.2770, 0.0757], [0.2251, 0.1355, -0.0731], [-0.0689, 0.0548, -0.0172], [-0.1598, -0.1496, 0.0554], [0.2740, 0.0123, -0.0368], [0.0588, 0.0262, -0.0204], [0.0614, -0.0428, 0.0067], [0.0411, -0.0378, 0.0150], [0.0142, -0.0531, 0.0348], [-0.0242, -0.0457, 0.0087], [-0.0123, -0.0359, -0.0206], [0.1088, -0.2679, 0.1728], [-0.1754, -0.0396, -0.0026], [0.2391, 0.1311, 0.0151], [0.0218, -0.1018, 0.0493], [-0.2540, -0.0564, -0.0677], [0.2231, 0.1485, -0.0096], [0.0525, 0.1246, 0.0765], [0.0030, 0.0606, -0.0067], [-0.0101, 0.0485, -0.0268], [-0.0386, 0.0294, -0.0419], [-0.0794, 0.0261, -0.0087]], "e_tot_ha": -3084.73593, "homo_ev": -3.8, "molar_mass_g_mol": 761.65, "orbital_gap_ev": 6.20, "spin_multiplicity": 1, "charge": -1}

***

[3]
{"formula": "C23H30BeNOPS5", "method": "ωB97M-V/def2-TZVPD", "elements": ["Be", "O", "C", "C", "C", "C", "C", "C", "N", "H", "H", "H", "H", "H", "H", "H", "S", "C", "S", "C", "C", "S", "S", "S", "C", "C", "C", "C", "P", "C", "C", "C", "C", "C", "C", "C", "C", "C", "C", "H", "H", "H", "H", "H", "H", "H", "H", "H", "H", "H", "H", "H", "H", "H", "H", "H", "H", "H", "H", "H", "H", "H"], "xyz": [[0.9754, -2.5682, -0.1479], [-0.1951, -1.7782, 0.8516], [-0.3809, -2.4390, 2.0906], [-0.1191, -3.8920, 1.7913], [-0.4843, -4.9500, 2.6028], [-0.1522, -6.2319, 2.1965], [0.5299, -6.4184, 1.0018], [0.8600, -5.3102, 0.2483], [0.5334, -4.0788, 0.6425], [-0.2527, -0.7709, 0.8967], [-1.3942, -2.2910, 2.4676], [0.3316, -2.0770, 2.8391], [-1.0182, -4.7710, 3.5264], [-0.4267, -7.0822, 2.8066], [0.8019, -7.4059, 0.6586], [1.3956, -5.3775, -0.6900], [5.5080, -0.1384, -4.6568], [4.4265, -0.7364, -3.5733], [4.7969, -1.0358, -1.9111], [3.2448, -1.6807, -1.4351], [2.3159, -1.7567, -2.4049], [0.6620, -2.2761, -2.1473], [2.8100, -1.1927, -3.9826], [2.9400, -2.1071, 0.2348], [-0.9568, 2.7451, 2.7797], [-1.6225, 2.4347, 1.4363], [-2.8846, 1.6019, 1.7022], [-2.0398, 3.7330, 0.7451], [-0.4974, 1.3241, 0.4219], [-1.3630, 1.2691, -1.1894], [-1.3514, 2.2858, -2.1450], [-2.0433, 2.1495, -3.3385], [-2.7746, 0.9973, -3.5941], [-2.8041, -0.0179, -2.6516], [-2.0964, 0.1163, -1.4655], [1.1808, 2.1087, 0.1550], [1.2571, 3.6331, 0.0582], [1.7549, 1.4670, -1.1146], [2.0579, 1.6460, 1.3317], [-1.6811, 3.2400, 3.4328], [-0.1019, 3.4121, 2.6718], [-0.6200, 1.8350, 3.2824], [-3.5548, 2.1631, 2.3592], [-2.6459, 0.6554, 2.1939], [-3.4233, 1.3845, 0.7785], [-2.7519, 4.2628, 1.3854], [-2.5314, 3.5392, -0.2082], [-1.1959, 4.3983, 0.5692], [-0.7974, 3.1967, -1.9673], [-2.0091, 2.9464, -4.0705], [-3.3112, 0.8897, -4.5279], [-3.3594, -0.9264, -2.8465], [-2.0994, -0.7004, -0.7545], [0.6469, 4.0474, -0.7429], [2.2949, 3.9114, -0.1455], [0.9678, 4.1186, 0.9908], [1.2148, 1.7418, -2.0193], [1.7435, 0.3797, -1.0349], [2.7965, 1.7800, -1.2304], [1.7232, 2.0471, 2.2891], [3.0811, 1.9933, 1.1632], [2.0887, 0.5566, 1.3942]], "atomic_forces_ev_per_a": [[-0.1014, 0.0890, -0.0365], [0.0210, 0.0515, -0.0397], [-0.0136, -0.0589, 0.0286], [0.0294, -0.0053, -0.0322], [-0.0019, 0.0059, 0.0192], [-0.0037, 0.0011, 0.0038], [-0.0010, -0.0132, 0.0029], [0.0130, 0.0119, -0.0161], [-0.0297, -0.0096, 0.0165], [0.0035, 0.0173, -0.0219], [-0.0145, 0.0177, -0.0212], [0.0072, 0.0107, -0.0045], [0.0033, -0.0049, -0.0056], [0.0042, 0.0013, -0.0028], [-0.0005, 0.0076, 0.0005], [-0.0108, 0.0087, 0.0017], [-0.0209, 0.0642, 0.0225], [0.0398, -0.1442, -0.0414], [-0.0211, 0.0261, 0.0240], [0.0292, 0.0328, 0.0201], [-0.0633, 0.0312, -0.0880], [0.1006, -0.1172, 0.1678], [-0.0046, 0.0270, 0.0199], [0.0144, -0.0421, -0.0221], [-0.0012, -0.0140, -0.0001], [0.0201, -0.0473, -0.0004], [0.0092, 0.0106, -0.0077], [-0.0080, 0.0336, 0.0446], [-0.0799, -0.0181, 0.0003], [0.0026, 0.0001, 0.0269], [-0.0249, 0.0119, -0.0614], [0.0228, 0.0273, 0.0222], [0.0016, -0.0244, 0.0360], [-0.0115, 0.0144, -0.0348], [0.0192, -0.0117, -0.0191], [0.0189, 0.0097, -0.0177], [0.0146, -0.0031, -0.0039], [0.0193, 0.0078, 0.0172], [0.0066, 0.0324, -0.0275], [0.0085, -0.0035, 0.0007], [-0.0024, -0.0213, 0.0082], [-0.0016, 0.0024, -0.0037], [-0.0035, 0.0026, -0.0144], [0.0019, 0.0108, 0.0001], [0.0102, -0.0191, -0.0023], [0.0069, 0.0040, -0.0025], [-0.0188, 0.0040, 0.0400], [-0.0302, -0.0077, 0.0043], [0.0328, 0.0063, 0.0151], [-0.0046, -0.0075, 0.0004], [0.0028, 0.0026, 0.0023], [0.0066, 0.0045, 0.0010], [0.0135, -0.0074, 0.0242], [0.0085, -0.0272, -0.0331], [-0.0043, 0.0050, 0.0020], [0.0121, 0.0019, -0.0240], [-0.0053, 0.0476, 0.0161], [-0.0103, -0.0312, -0.0382], [0.0048, -0.0279, 0.0155], [-0.0353, 0.0175, 0.0098], [-0.0037, -0.0065, 0.0204], [0.0237, 0.0129, -0.0121]], "e_tot_ha": -3371.60756, "homo_ev": -6.6, "molar_mass_g_mol": 536.82, "orbital_gap_ev": 6.22, "relative_energy_kj_mol": 0.00, "spin_multiplicity": 1}